Density functional theory data (ωB97M-V/def2-TZVPD) for a structure of composition C37H26ClMoN3O7PS.

Spin multiplicity: 3
Gap between HOMO and LUMO (alpha / beta) in hartree: 0.2518 / 0.2401
Energy relative to the best compared isomer or geometry (same formula, charge and spin) in kcal/mol: 14.8
Energy in a.u.: -3384.3098
LUMO level (alpha / beta) in eV: -3.812 / -4.363
Net charge: +1

CARTESIAN COORDINATES (ANGSTROEM)
Mo: -0.81260 -0.38543 -0.48242
O: 2.65848 -4.12938 2.46142
C: 2.05364 -3.32861 3.32482
O: 2.21905 -3.40698 4.51018
C: 1.12273 -2.30225 2.76201
C: 0.37228 -1.40759 3.51971
Cl: 0.19889 -1.22820 5.18372
N: -0.30584 -0.59294 2.68156
N: -0.01750 -0.91742 1.40867
C: 0.81418 -1.95720 1.44526
C: 1.15460 -2.52037 0.11582
O: 1.90579 -3.45889 -0.03034
O: 0.54687 -1.88556 -0.84987
C: -1.33811 0.35754 2.98676
C: -1.00313 1.62822 3.41770
C: -2.03069 2.50128 3.74244
C: -3.35348 2.09644 3.63101
C: -3.66878 0.81828 3.19376
C: -2.65370 -0.06987 2.87046
H: 2.37016 -3.99629 1.52845
H: 0.03520 1.91751 3.52139
H: -1.79894 3.49821 4.09337
H: -4.14507 2.78571 3.89331
H: -4.70086 0.50553 3.11248
H: -2.86617 -1.07893 2.54011
O: -4.45548 1.23189 -0.92619
C: -3.87013 0.17459 -0.90947
O: -2.53407 0.20371 -1.06546
C: -4.48591 -1.14356 -0.72669
C: -5.88510 -1.18355 -0.72749
C: -6.55614 -2.37668 -0.56507
C: -5.82146 -3.54721 -0.38989
C: -4.44139 -3.51755 -0.37261
C: -3.74688 -2.31547 -0.53807
S: -1.99724 -2.47281 -0.48868
H: -6.41911 -0.25331 -0.86611
H: -7.63675 -2.40375 -0.57497
H: -6.33044 -4.49391 -0.26209
H: -3.88463 -4.43430 -0.22516
O: -2.22645 2.20632 0.60703
N: -0.97552 1.91570 0.07483
C: -0.25592 2.96736 0.12157
C: 1.12100 3.19644 -0.30932
C: 1.58607 4.49811 -0.08566
C: 2.85569 4.88067 -0.48151
C: 3.68019 3.96358 -1.11440
C: 3.23292 2.67196 -1.33975
C: 1.95797 2.27613 -0.94711
P: 1.50557 0.55353 -1.23143
C: 2.92893 -0.29714 -0.51298
C: 3.78479 -1.11387 -1.24298
C: 4.84660 -1.74329 -0.60845
C: 5.05904 -1.55920 0.74957
C: 4.21829 -0.72731 1.47825
C: 3.15938 -0.09675 0.84932
C: 1.44824 0.34549 -3.02869
C: 1.29850 1.47978 -3.82974
C: 1.14715 1.34895 -5.20129
C: 1.14661 0.09135 -5.78381
C: 1.28165 -1.04048 -4.99237
C: 1.41955 -0.92292 -3.61873
H: -2.88283 1.93211 -0.06583
H: -0.76102 3.84448 0.51713
H: 0.93323 5.21191 0.40103
H: 3.19835 5.89014 -0.29973
H: 4.67514 4.24688 -1.43111
H: 3.89012 1.96011 -1.82473
H: 3.62958 -1.27477 -2.30202
H: 5.50172 -2.38737 -1.17975
H: 5.87973 -2.06411 1.24197
H: 4.38830 -0.57533 2.53664
H: 2.50730 0.55490 1.42356
H: 1.30334 2.46951 -3.39383
H: 1.03169 2.23336 -5.81356
H: 1.03515 -0.00899 -6.85537
H: 1.27223 -2.02486 -5.44082
H: 1.48545 -1.81328 -3.00980

Cartesian forces (eV/Å) of the 6 atoms listed first:
Mo -0.1 0.2 -0.1
O 0.0 -0.1 0.1
C -0.1 -0.2 0.0
O 0.1 0.1 0.0
C 0.0 0.1 0.0
C -0.1 0.1 0.0